# 1
{
  "formula": "C6H9N3O2S",
  "method": "ωB97M-V with the def2-TZVPD basis set",
  "lumo_ev": [0.4757, 0.4761],
  "largest_force_ha_per_bohr": 0.114,
  "homo_energy_ev": [-7.034, -7.035],
  "multiplicity": 1,
  "elements": ["C", "C", "C", "C", "C", "C", "N", "N", "N", "O", "O", "S", "H", "H", "H", "H", "H", "H", "H", "H", "H"],
  "xyz": [[2.025, -1.195, -0.364], [3.004, -0.443, 0.148], [-0.255, 0.933, -0.532], [-2.815, -0.227, -0.278], [-1.513, -0.970, 0.187], [-2.566, 1.197, 0.151], [0.698, -1.272, -0.166], [-0.217, -0.328, -0.106], [3.240, 0.792, 0.823], [5.196, 0.601, -0.843], [-1.387, 1.732, -0.404], [4.720, -0.025, 0.385], [2.184, -2.144, -0.916], [-2.892, -0.478, -1.382], [-3.779, -0.527, 0.187], [-1.748, -1.206, 1.309], [-1.535, -1.894, -0.196], [-3.289, 1.825, -0.153], [-2.624, 1.373, 1.182], [2.973, 0.912, 1.830], [0.580, 1.343, -0.864]]
}



# 2
{
  "formula": "C8H12N",
  "method": "ωB97M-V with the def2-TZVPD basis set",
  "charge": 1,
  "lumo_ev": [-3.8390, -6.3292],
  "largest_force_ha_per_bohr": 0.105,
  "homo_energy_ev": [-12.894, -10.949],
  "multiplicity": 1,
  "elements": ["C", "C", "C", "C", "C", "C", "C", "C", "N", "H", "H", "H", "H", "H", "H", "H", "H", "H", "H", "H", "H"],
  "xyz": [[2.677, 1.127, 2.109], [2.808, 0.546, 0.938], [3.416, -0.397, -1.500], [0.242, -1.082, 0.532], [3.074, 0.107, -0.185], [-4.253, -0.371, -0.148], [-3.140, -0.128, -1.154], [-1.699, -0.299, -0.781], [-0.810, -0.662, -0.104], [3.405, 0.904, 3.022], [2.696, -0.261, -2.166], [4.297, 0.036, -1.781], [0.546, -2.054, 0.289], [0.915, -0.556, 1.172], [-4.494, -1.456, 0.024], [-4.040, 0.093, 0.835], [-5.194, 0.181, -0.536], [-3.032, 0.889, -1.522], [-3.316, -0.676, -2.012], [3.416, -1.505, -1.281], [1.727, 1.605, 2.262]]
}



# 3
{
  "formula": "C2H6O5",
  "method": "ωB97M-V with the def2-TZVPD basis set",
  "lumo_ev": [-1.9700, -1.7995],
  "largest_force_ha_per_bohr": 0.051,
  "homo_energy_ev": [-9.179, -9.325],
  "multiplicity": 1,
  "elements": ["C", "O", "C", "O", "O", "H", "H", "H", "H", "H", "O", "O", "H"],
  "xyz": [[-2.881, -0.250, -0.102], [-1.590, 0.391, -0.080], [-0.480, -0.398, -0.055], [0.585, 0.625, -0.008], [1.873, 0.096, -0.004], [-3.646, 0.517, -0.128], [-3.016, -0.897, -0.999], [-3.055, -0.888, 0.790], [-0.451, -1.047, 0.842], [-0.402, -1.028, -0.960], [4.662, 0.818, -0.127], [3.337, 1.157, 0.058], [5.063, 0.904, 0.773]]
}



# 4
{
  "formula": "C6H23NO8",
  "method": "ωB97M-V with the def2-TZVPD basis set",
  "lumo_ev": 0.2946,
  "smiles": "C=NC(=C)CCC=O.O.O.O.O.O.O.O",
  "largest_force_ha_per_bohr": 0.040,
  "homo_energy_ev": -8.694,
  "multiplicity": 1,
  "elements": ["O", "C", "C", "C", "C", "C", "C", "N", "H", "H", "H", "H", "H", "H", "H", "H", "H", "H", "H", "O", "H", "H", "O", "H", "H", "O", "H", "H", "O", "H", "H", "O", "H", "H", "O", "H", "H", "O"],
  "xyz": [[0.843, -1.315, -1.322], [0.035, -0.481, -0.997], [-0.693, -0.537, 0.341], [0.265, -0.625, 1.556], [0.923, -2.029, 1.761], [2.084, -2.272, 2.367], [0.204, -3.788, 0.367], [0.050, -3.080, 1.393], [-0.165, 0.448, -1.549], [-1.462, -1.321, 0.386], [-1.193, 0.413, 0.459], [-0.324, -0.521, 2.474], [1.058, 0.119, 1.465], [2.937, -1.622, 2.308], [2.188, -3.279, 2.789], [1.084, -3.928, -0.272], [-0.527, -4.533, 0.098], [-2.441, 3.648, 0.673], [-3.755, 4.498, 0.755], [-3.413, 3.609, 0.669], [-2.438, 0.636, -4.847], [-0.927, 0.405, -4.864], [-1.597, 1.102, -4.949], [-0.603, 2.381, -3.983], [-0.256, 3.329, -2.787], [-0.136, 2.426, -3.134], [3.358, -0.676, -0.155], [4.303, -0.134, 0.897], [3.618, 0.152, 0.278], [-0.065, 2.886, 2.231], [0.612, 2.881, 0.773], [0.005, 3.330, 1.386], [2.758, 2.300, -0.341], [1.713, 2.712, -1.447], [1.883, 2.676, -0.502], [-2.431, -2.905, 2.250], [-3.888, -2.386, 1.742], [-3.365, -2.767, 2.438]]
}



# 5
{
  "formula": "C5H8IN",
  "method": "ωB97M-V with the def2-TZVPD basis set",
  "lumo_ev": [-0.9025, -0.8892],
  "largest_force_ha_per_bohr": 0.061,
  "homo_energy_ev": [-8.064, -8.075],
  "multiplicity": 1,
  "elements": ["C", "C", "C", "C", "C", "N", "I", "H", "H", "H", "H", "H", "H", "H", "H"],
  "xyz": [[-0.578, -0.664, -0.163], [-0.188, 0.726, -0.060], [-1.845, -1.456, -0.692], [-1.295, -1.773, 0.616], [1.527, 2.521, 0.144], [0.944, 1.196, -0.072], [3.050, -0.325, -0.147], [0.445, -1.106, -0.304], [-2.725, -0.870, -0.705], [-1.748, -2.216, -1.413], [-0.694, -2.676, 0.671], [-1.715, -1.538, 1.504], [1.968, 2.548, 1.133], [2.204, 2.514, -0.685], [0.649, 3.119, 0.172]]
}



# 6
{
  "formula": "C5H11N3",
  "method": "ωB97M-V with the def2-TZVPD basis set",
  "charge": 2,
  "lumo_ev": -9.4938,
  "smiles": "CC1(C)NC=[NH+]C1=[NH2+]",
  "largest_force_ha_per_bohr": 0.082,
  "homo_energy_ev": -20.215,
  "multiplicity": 1,
  "elements": ["C", "C", "C", "C", "C", "N", "N", "N", "H", "H", "H", "H", "H", "H", "H", "H", "H", "H", "H"],
  "xyz": [[-1.764, -1.054, -0.152], [-0.624, 0.943, 0.177], [0.308, -0.183, 0.146], [1.333, -0.428, 1.307], [1.033, -0.229, -1.213], [-0.513, -1.354, -0.022], [-1.896, 0.279, -0.053], [-0.319, 2.173, 0.172], [-2.615, -1.693, -0.358], [2.086, 0.319, 1.328], [1.976, -1.238, 0.982], [0.813, -0.753, 2.141], [1.589, 0.688, -1.349], [0.249, -0.310, -1.949], [1.617, -1.050, -1.318], [-0.079, -2.294, -0.157], [-2.771, 0.788, -0.302], [0.637, 2.548, 0.404], [-1.060, 2.847, 0.215]]
}



# 7
{
  "formula": "H39O19",
  "method": "ωB97M-V with the def2-TZVPD basis set",
  "charge": 1,
  "lumo_ev": -3.0724,
  "largest_force_ha_per_bohr": 0.174,
  "homo_energy_ev": -13.022,
  "multiplicity": 1,
  "elements": ["O", "H", "H", "O", "H", "H", "O", "H", "H", "O", "H", "H", "O", "H", "H", "O", "H", "H", "O", "H", "H", "O", "H", "O", "H", "H", "O", "H", "H", "O", "H", "H", "O", "H", "H", "O", "H", "H", "O", "H", "H", "O", "H", "H", "O", "H", "H", "O", "H", "H", "O", "H", "H", "O", "H", "H", "H", "H"],
  "xyz": [[-0.696, -0.549, 1.480], [-4.281, -0.083, -1.197], [-0.065, -1.290, 2.021], [3.587, -0.595, 2.781], [3.284, -0.364, 3.689], [-1.707, 1.479, -1.517], [-1.601, -1.158, 3.775], [-2.317, -2.182, -2.954], [-3.430, -1.344, -0.820], [-1.637, 2.195, -0.996], [1.105, -2.769, -0.860], [-1.431, -2.027, 4.168], [0.827, -0.925, -0.978], [0.793, -1.105, -1.989], [0.097, -0.347, -0.760], [1.274, 2.328, 2.309], [-2.209, 3.457, -3.330], [-0.077, 2.156, 1.717], [1.142, -3.533, -1.404], [-1.550, 1.143, 1.708], [4.115, 0.253, 2.902], [-3.390, -0.438, -0.952], [2.127, -1.687, -3.090], [4.088, -1.224, -1.614], [4.392, -2.084, -1.352], [3.783, -0.687, -0.781], [-3.123, 0.407, 1.289], [-1.065, 2.147, 0.458], [-1.246, 2.951, -1.303], [-1.086, 2.071, 1.471], [-1.844, -1.430, 2.928], [-3.157, 1.240, 0.696], [-1.571, -2.046, -2.392], [-0.903, -1.533, -2.914], [-3.820, 0.659, 2.042], [1.947, 3.574, 0.186], [1.182, 3.387, 2.155], [2.010, 1.979, 1.839], [2.195, -0.753, -3.108], [2.206, -0.527, -3.925], [-2.280, 2.032, -4.213], [-4.084, -1.870, 1.631], [-3.407, -1.278, 1.126], [0.165, -3.500, -1.749], [0.592, -3.125, 2.665], [-0.759, 1.244, -2.764], [1.471, -3.251, 2.157], [-0.135, 0.572, -2.901], [-0.927, -0.953, 0.704], [0.643, 1.278, -2.855], [-2.511, 2.452, -3.400], [2.317, 4.378, 0.066], [-3.445, -1.976, 2.384], [3.534, 1.660, 1.037], [3.606, 1.197, 0.130], [4.131, 1.084, 1.343], [2.602, 2.838, -0.244], [0.539, -3.528, 3.502]]
}



# 8
{
  "formula": "C5H8OS2",
  "method": "ωB97M-V with the def2-TZVPD basis set",
  "lumo_ev": 0.1613,
  "largest_force_ha_per_bohr": 0.085,
  "homo_energy_ev": -8.476,
  "multiplicity": 1,
  "elements": ["C", "C", "C", "C", "C", "O", "S", "S", "H", "H", "H", "H", "H", "H", "H", "H"],
  "xyz": [[-0.605, -2.725, 1.066], [-0.769, 2.598, 0.530], [-2.094, -2.659, 1.392], [0.008, 1.890, -0.071], [2.123, 2.206, -1.766], [0.552, -0.016, -1.613], [-2.724, -1.506, 2.274], [1.293, 0.942, -0.742], [-0.539, -2.100, 0.225], [-0.033, -3.639, 0.860], [-1.508, 3.229, 0.749], [0.114, -2.184, 1.850], [-2.715, -3.526, 1.198], [2.983, 2.812, -1.216], [1.467, 2.967, -2.079], [2.448, 1.712, -2.657]]
}